(1)
Below is an isolated ion of composition C5H12NO and charge +1, with properties calculated with wB97M-V/def2-TZVPD.

total charge: +1
HOMO: -14.4 eV
F_max: 3.13 eV/Å
relative energy (zero: lowest compared OMol25 entry of this formula, charge and spin): 37.08 kcal/mol
energy: -8909.0213 eV
orbital gap: 9.29 eV
structure (SMILES): C=[NH+]CCCCO

Each line ends with the Löwdin charge.
Atoms and positions in Å:
C: 2.488 0.651 -1.186  0.192
N: 1.389 0.584 -0.472  0.048
C: 1.025 -0.430 0.589  -0.126
C: -0.116 -1.406 0.231  -0.188
C: -1.335 -0.684 -0.278  -0.204
C: -2.008 0.459 0.503  -0.198
O: -1.076 1.566 0.605  -0.098
H: 2.773 1.551 -1.785  0.135
H: 3.345 -0.064 -1.060  0.136
H: 0.701 1.362 -0.576  0.156
H: 1.985 -0.930 0.770  0.117
H: 0.741 0.113 1.637  0.189
H: 0.152 -2.048 -0.656  0.128
H: -0.273 -2.292 0.899  0.138
H: -2.197 -1.257 -0.651  0.132
H: -0.981 -0.300 -1.242  0.109
H: -2.836 0.800 -0.056  0.103
H: -2.314 0.127 1.538  0.146
H: -1.463 2.198 1.191  0.085

(2)
Below is C29H36N6O2PdSe as an isolated structure, with properties calculated with wB97M-V/def2-TZVPD.

total charge: +2
HOMO (spin up / spin down): -12.8 / -12.8 eV
F_max: 2.82 eV/Å
energy: -112504.1204 eV
orbital gap (spin up / spin down): 5.75 / 5.76 eV

Each line ends with the Löwdin charge.
Atoms and positions in Å:
Pd: 0.792 1.046 -0.356  0.866
C: -1.857 6.833 1.249  -0.032
C: -1.384 5.545 0.661  -0.247
C: -2.258 4.551 0.310  0.036
C: -1.834 3.320 -0.257  -0.112
C: -2.765 2.297 -0.379  0.012
N: -2.543 1.060 -0.805  0.052
C: -3.438 -0.018 -0.460  -0.159
C: -3.285 -0.443 1.011  -0.134
C: -1.872 -0.951 1.285  -0.190
N: -1.702 -1.347 2.658  0.081
C: -0.624 -1.855 3.227  0.017
C: 0.661 -2.058 2.701  -0.115
C: 1.409 -3.125 3.264  0.030
C: 2.569 -3.586 2.692  -0.260
C: 3.284 -4.788 3.219  -0.037
C: 3.057 -2.915 1.561  0.050
C: 2.474 -1.758 1.068  -0.129
C: 3.081 -1.105 -0.062  -0.116
N: 2.690 -0.006 -0.573  -0.135
C: 3.317 0.576 -1.732  -0.236
C: 4.281 1.719 -1.355  -0.134
C: 3.810 2.510 -0.121  -0.188
N: 2.391 2.744 -0.158  0.026
C: 1.903 3.914 -0.112  -0.056
C: 0.474 4.142 -0.086  -0.114
C: -0.007 5.293 0.498  0.061
C: -0.434 3.148 -0.635  -0.324
O: -0.114 2.334 -1.561  -0.137
C: 1.278 -1.232 1.681  -0.314
O: 0.812 -0.079 1.452  -0.152
H: -2.890 7.028 0.969  0.088
H: -1.238 7.664 0.915  0.090
H: -1.796 6.786 2.337  0.096
H: -3.315 4.685 0.482  0.132
H: -3.768 2.487 -0.014  0.155
H: -1.628 0.831 -1.207  0.059
H: -3.236 -0.871 -1.109  0.112
H: -4.467 0.307 -0.629  0.137
H: -4.022 -1.220 1.224  0.128
H: -3.495 0.412 1.658  0.125
H: -1.133 -0.161 1.039  0.085
H: -1.651 -1.812 0.640  0.111
H: -2.534 -1.295 3.231  0.161
H: -0.795 -2.261 4.218  0.151
H: 1.001 -3.634 4.127  0.128
H: 2.805 -5.173 4.114  0.084
H: 4.319 -4.549 3.452  0.091
H: 3.299 -5.576 2.468  0.089
H: 3.945 -3.300 1.078  0.135
H: 3.929 -1.635 -0.508  0.145
H: 2.509 0.974 -2.371  0.100
H: 3.869 -0.182 -2.301  0.126
H: 4.376 2.387 -2.211  0.119
H: 5.267 1.310 -1.137  0.119
H: 4.366 3.455 -0.051  0.130
H: 4.012 1.917 0.780  0.129
H: 2.545 4.796 -0.014  0.153
H: 0.704 6.025 0.860  0.139
C: -2.121 -0.921 -4.121  -0.009
N: -2.037 -2.110 -3.315  -0.121
C: -2.784 -3.247 -3.461  -0.009
C: -2.312 -4.159 -2.572  -0.010
N: -1.290 -3.574 -1.885  -0.121
C: -0.449 -4.207 -0.910  -0.024
C: -1.123 -2.316 -2.345  -0.642
Se: 0.249 -1.180 -1.772  0.866
H: -2.715 -1.124 -5.008  0.108
H: -1.117 -0.618 -4.424  0.092
H: -2.579 -0.100 -3.565  0.091
H: -3.574 -3.333 -4.180  0.137
H: -2.616 -5.170 -2.392  0.137
H: -0.850 -5.187 -0.673  0.106
H: -0.392 -3.602 -0.003  0.070
H: 0.564 -4.313 -1.300  0.105

(3)
Below is one molecule with the formula C15H18N2O5S, with properties calculated with wB97M-V/def2-TZVPD.

HOMO: -8.6 eV
F_max: 0.79 eV/Å
relative energy (zero: lowest compared OMol25 entry of this formula, charge and spin): 0.00 kcal/mol
energy: -39901.6317 eV
orbital gap: 8.57 eV
structure (SMILES): CCOC(=O)c1sc2ncn([C@@H](C)C(=O)OCC)c(=O)c2c1C

Each line ends with the Löwdin charge.
Atoms and positions in Å:
C: 0.512 7.306 1.037  -0.062
C: 1.499 6.161 0.905  -0.220
O: 0.789 5.002 0.470  -0.060
C: 1.382 3.816 0.670  -0.510
O: 2.468 3.679 1.182  0.117
C: 0.535 2.729 0.190  -0.360
S: -1.006 3.114 -0.530  1.168
C: -1.308 1.441 -0.787  -0.519
N: -2.438 0.978 -1.358  0.080
C: -2.526 -0.299 -1.478  -0.112
N: -1.583 -1.187 -1.098  0.058
C: -1.761 -2.621 -1.278  -0.206
C: -0.950 -3.130 -2.463  -0.015
C: -1.380 -3.286 0.059  -0.496
O: -1.809 -2.889 1.111  0.129
O: -0.639 -4.365 -0.106  -0.001
C: -0.197 -5.016 1.091  -0.204
C: 0.554 -6.273 0.698  -0.061
C: -0.377 -0.795 -0.487  -0.327
O: 0.428 -1.647 -0.160  0.094
C: -0.261 0.634 -0.337  -0.089
C: 0.805 1.381 0.232  -0.202
C: 2.044 0.790 0.800  -0.008
H: 0.026 7.490 0.083  0.077
H: 1.036 8.204 1.351  0.077
H: -0.250 7.062 1.773  0.079
H: 2.276 6.392 0.167  0.131
H: 1.989 5.937 1.860  0.125
H: -3.426 -0.701 -1.925  0.140
H: -2.830 -2.806 -1.434  0.160
H: 0.109 -2.980 -2.277  0.088
H: -1.131 -4.191 -2.604  0.087
H: -1.237 -2.594 -3.366  0.087
H: 0.445 -4.319 1.639  0.134
H: -1.071 -5.242 1.713  0.128
H: 0.914 -6.775 1.591  0.078
H: -0.099 -6.947 0.150  0.077
H: 1.400 -6.018 0.068  0.079
H: 2.920 1.230 0.327  0.093
H: 2.041 -0.286 0.660  0.070
H: 2.110 1.021 1.862  0.098

(4)
Below is a 2-piece molecular cluster, C5H8O4 overall, with properties calculated with wB97M-V/def2-TZVPD.

total charge: -2
HOMO: -1.4 eV
F_max: 4.02 eV/Å
relative energy (zero: lowest compared OMol25 entry of this formula, charge and spin): 36.52 kcal/mol
energy: -13504.1304 eV
orbital gap: 7.86 eV

Each line ends with the Löwdin charge.
Atoms and positions in Å:
C: -1.061 2.650 -1.981  -0.072
C: 0.043 1.931 -2.698  -0.810
O: 1.216 2.479 -2.849  -0.184
O: -0.285 0.786 -2.992  -0.090
H: -2.043 2.348 -2.361  0.068
H: -0.831 3.672 -1.881  0.028
H: -0.894 2.518 -0.933  0.059
C: 0.631 -1.089 1.503  -0.162
C: 0.873 -2.662 1.050  -0.132
C: -0.700 -0.781 2.202  -0.783
O: -1.579 -1.622 2.065  -0.071
O: -0.526 0.255 2.938  -0.154
H: 1.521 -0.900 2.279  0.119
H: 0.729 -0.528 0.601  0.070
H: 1.710 -2.624 0.359  0.027
H: -0.125 -3.200 0.838  0.072
H: 1.319 -3.234 1.860  0.016

(5)
Below is a 3-piece molecular cluster, C5H11NO2 overall, with properties calculated with wB97M-V/def2-TZVPD.

HOMO: -8.1 eV
F_max: 4.99 eV/Å
relative energy (zero: lowest compared OMol25 entry of this formula, charge and spin): 207.10 kcal/mol
energy: -10940.2862 eV
orbital gap: 3.19 eV

Each line ends with the Löwdin charge.
Atoms and positions in Å:
C: 2.128 1.071 1.314  0.282
C: 2.155 0.401 0.076  -0.426
C: 0.741 0.034 -0.208  -0.211
C: 0.610 -0.928 -1.466  -0.093
N: 3.042 0.232 -0.840  0.261
C: -2.704 0.581 -0.201  -0.489
O: -2.207 1.493 0.553  -0.120
O: -2.184 -0.601 -0.477  -0.126
H: 1.135 1.471 1.641  0.127
H: -3.906 -1.332 2.144  0.008
H: 3.013 1.681 1.553  0.099
H: -4.313 -1.870 2.344  0.015
H: 0.326 -0.314 0.674  0.092
H: 0.134 0.921 -0.388  0.111
H: -0.435 -1.327 -1.738  0.075
H: 0.876 -0.469 -2.492  0.093
H: 1.214 -1.827 -1.216  0.071
H: 4.097 0.151 -0.700  0.130
H: -3.722 0.631 -0.574  0.103

(6)
Below is C19H11F5I2N2ORhSe3Te as an isolated structure, with properties calculated with wB97M-V/def2-TZVPD.

total charge: -1
HOMO: -4.0 eV
F_max: 0.59 eV/Å
energy: -261041.2746 eV
orbital gap: 6.09 eV

Each line ends with the Löwdin charge.
Atoms and positions in Å:
Rh: -1.113 0.246 -0.906  0.482
I: 2.917 4.821 3.572  0.798
C: 1.425 3.870 2.459  -0.751
C: 0.626 4.616 1.603  -0.236
C: -0.352 3.978 0.857  -0.652
I: -1.535 5.086 -0.448  0.910
C: -0.552 2.593 0.933  -0.469
O: -1.443 1.963 0.218  -0.308
C: 0.240 1.875 1.856  -0.158
C: -0.057 0.412 2.020  -0.142
N: 0.245 -0.355 0.783  -0.114
C: 0.486 -1.775 1.044  -0.157
C: -0.763 -2.577 1.320  -0.333
C: -0.664 -3.967 1.393  -0.036
C: -1.808 -4.704 1.609  -0.071
C: -3.021 -4.035 1.739  -0.072
C: -3.017 -2.658 1.651  -0.166
N: -1.912 -1.934 1.466  0.057
C: 1.232 2.503 2.591  -0.125
H: 0.766 5.683 1.507  0.074
H: -1.113 0.258 2.236  0.113
H: 0.530 0.013 2.856  0.119
H: 1.090 0.029 0.368  0.114
H: 1.157 -1.893 1.907  0.125
H: 0.988 -2.198 0.172  0.123
H: 0.294 -4.451 1.251  0.115
H: -1.765 -5.785 1.654  0.103
H: -3.948 -4.572 1.889  0.099
H: -3.942 -2.096 1.714  0.112
H: 1.838 1.927 3.281  0.094
Se: -2.357 1.432 -2.535  0.085
Se: -1.843 0.420 -4.548  -0.194
Te: -2.494 -1.987 -4.062  0.249
Se: -2.094 -1.861 -1.576  0.006
F: 0.699 -2.033 -2.601  -0.015
C: 1.160 -0.776 -2.669  -0.265
C: 0.555 0.284 -1.996  -0.211
C: 1.236 1.494 -2.104  -0.236
F: 0.787 2.591 -1.478  0.059
C: 2.389 1.672 -2.852  -0.146
F: 2.981 2.871 -2.927  0.109
C: 2.931 0.599 -3.526  -0.147
F: 4.049 0.744 -4.250  0.106
C: 2.315 -0.630 -3.424  -0.150
F: 2.856 -1.689 -4.047  0.103

Look up the F_max of the sixth one. 0.59 eV/Å

Repeat the sixth record exactly.
Below is C19H11F5I2N2ORhSe3Te as an isolated structure, with properties calculated with wB97M-V/def2-TZVPD.

total charge: -1
HOMO: -4.0 eV
F_max: 0.59 eV/Å
energy: -261041.2746 eV
orbital gap: 6.09 eV

Each line ends with the Löwdin charge.
Atoms and positions in Å:
Rh: -1.113 0.246 -0.906  0.482
I: 2.917 4.821 3.572  0.798
C: 1.425 3.870 2.459  -0.751
C: 0.626 4.616 1.603  -0.236
C: -0.352 3.978 0.857  -0.652
I: -1.535 5.086 -0.448  0.910
C: -0.552 2.593 0.933  -0.469
O: -1.443 1.963 0.218  -0.308
C: 0.240 1.875 1.856  -0.158
C: -0.057 0.412 2.020  -0.142
N: 0.245 -0.355 0.783  -0.114
C: 0.486 -1.775 1.044  -0.157
C: -0.763 -2.577 1.320  -0.333
C: -0.664 -3.967 1.393  -0.036
C: -1.808 -4.704 1.609  -0.071
C: -3.021 -4.035 1.739  -0.072
C: -3.017 -2.658 1.651  -0.166
N: -1.912 -1.934 1.466  0.057
C: 1.232 2.503 2.591  -0.125
H: 0.766 5.683 1.507  0.074
H: -1.113 0.258 2.236  0.113
H: 0.530 0.013 2.856  0.119
H: 1.090 0.029 0.368  0.114
H: 1.157 -1.893 1.907  0.125
H: 0.988 -2.198 0.172  0.123
H: 0.294 -4.451 1.251  0.115
H: -1.765 -5.785 1.654  0.103
H: -3.948 -4.572 1.889  0.099
H: -3.942 -2.096 1.714  0.112
H: 1.838 1.927 3.281  0.094
Se: -2.357 1.432 -2.535  0.085
Se: -1.843 0.420 -4.548  -0.194
Te: -2.494 -1.987 -4.062  0.249
Se: -2.094 -1.861 -1.576  0.006
F: 0.699 -2.033 -2.601  -0.015
C: 1.160 -0.776 -2.669  -0.265
C: 0.555 0.284 -1.996  -0.211
C: 1.236 1.494 -2.104  -0.236
F: 0.787 2.591 -1.478  0.059
C: 2.389 1.672 -2.852  -0.146
F: 2.981 2.871 -2.927  0.109
C: 2.931 0.599 -3.526  -0.147
F: 4.049 0.744 -4.250  0.106
C: 2.315 -0.630 -3.424  -0.150
F: 2.856 -1.689 -4.047  0.103

energy of number 1 (C5H12NO)? -8909.0213 eV

Which of these has the highest F_max? C5H11NO2